Entry 1:
Here is a 2-piece molecular cluster, C10H16BBrF3NO12PS overall from OMol25. Energies are from ωB97M-V with the def2-TZVPD basis set.

```
46
Properties=species:S:1:pos:R:3:forces:R:3:mulliken_charge:R:1
Br -1.5779 2.3780 3.4069 -0.1 0.0 0.0 -0.452
S 5.1499 -2.5192 -0.6216 -0.2 0.0 0.0 1.141
P -2.0227 2.2103 -1.9110 -0.9 0.2 0.4 0.619
F -0.4685 -0.5103 -0.8960 -0.1 -0.1 0.1 -0.273
F 0.3203 0.5336 0.8325 -0.2 0.0 0.0 -0.254
F 0.6253 1.3225 -1.1362 -0.1 0.2 0.0 -0.396
O -3.3932 2.6947 -2.1385 0.4 -0.1 -0.1 -0.722
O -0.9455 3.3756 -2.1028 0.1 -0.3 -0.4 -0.513
O -1.6269 1.0155 -2.9282 0.2 0.1 0.0 -0.546
O -4.7625 4.8383 2.5521 -0.1 0.3 -0.2 -0.346
O 6.4120 -2.1856 -0.0063 0.1 -0.1 0.0 -0.665
O -0.5318 -2.3695 2.4148 -0.1 0.0 -0.5 -0.588
O 5.0250 -3.7200 -1.4115 0.1 0.0 0.0 -0.680
O -3.0621 4.0832 1.5051 -0.3 0.0 0.1 -0.097
O -3.7533 0.2362 -0.5242 0.1 -0.1 0.0 -0.670
O -1.3798 2.6341 0.5320 -0.2 -0.1 0.2 -0.720
O -0.4691 -3.3707 0.4452 0.0 -0.2 0.0 -0.507
O -3.4260 1.7504 1.1294 -0.1 -0.4 0.0 -0.679
N -3.6300 4.5820 2.6870 0.4 -0.5 0.0 0.175
C -1.0357 -2.5109 1.3333 0.2 0.2 0.4 0.620
C 4.5767 -1.1014 -1.5697 -0.2 0.2 0.0 -0.728
C -2.8275 0.7217 0.4207 0.2 0.1 0.5 1.081
C -2.4740 -0.4016 1.4333 0.1 -0.1 -0.4 -1.248
C -2.2936 -1.8217 0.8611 -0.2 0.1 0.2 -0.992
C -1.5984 1.4993 -0.2346 0.3 0.3 -0.6 1.112
C 3.3816 -1.0137 0.5951 0.0 0.0 0.0 -0.514
C 3.2851 -0.6322 -0.8881 0.0 0.0 0.0 -0.376
C -0.2800 0.7152 -0.3457 0.3 -0.1 0.1 0.061
C 3.8635 -2.4604 0.6212 -0.1 0.1 0.1 -0.699
B -2.4762 2.7550 1.5136 0.3 0.3 -0.1 0.856
H -3.1197 -2.4459 1.2157 0.0 0.0 0.0 0.498
H -1.2910 3.9315 -2.8165 0.1 0.3 0.3 0.368
H -1.8422 1.2946 -3.8277 -0.1 -0.2 0.0 0.341
H 3.1378 0.4378 -1.0186 0.0 0.0 0.0 0.366
H -3.3102 -0.4005 2.1284 0.0 0.1 0.0 0.629
H 5.3595 -0.3468 -1.5271 0.1 -0.1 0.1 0.362
H 3.0780 -3.1485 0.3100 0.0 0.0 0.0 0.305
H 2.4257 -1.1354 -1.3352 0.0 0.0 0.0 0.150
H 2.4253 -0.9052 1.1036 0.0 0.0 0.0 0.188
H -3.2973 -0.0298 -1.3302 -0.1 0.0 0.0 0.370
H 4.2812 -2.7740 1.5747 0.1 0.0 0.0 0.452
H 4.1058 -0.3702 1.0993 0.0 0.0 0.0 0.333
H -1.5980 -0.1167 2.0050 0.0 0.1 0.1 0.464
H -1.0356 -3.4519 -0.3295 0.1 0.1 -0.1 0.361
H 4.4241 -1.4173 -2.5984 0.1 -0.1 0.0 0.386
H -2.3483 -1.8501 -0.2224 0.0 0.1 -0.1 0.425
```
Forces are in eV/Å.

The value obtained for the highest occupied orbital energy is -6.065 eV. As for the HOMO-LUMO gap: 8.15 eV. Its total charge is -1. As for the spin multiplicity: 1. The value obtained for the LUMO energy is 2.09 eV. For the total energy, the calculation gives -135691.8730 eV.


Entry 2:
Here is C10H16BCl3F4HfO as an isolated structure from OMol25. Energies are from ωB97M-V with the def2-TZVPD basis set.

```
36
Properties=species:S:1:pos:R:3:forces:R:3:mulliken_charge:R:1
Hf 0.4870 0.5968 0.6410 -0.8 0.0 -2.0 1.255
Cl 0.9679 -1.6901 1.1600 0.6 -1.2 0.5 -0.591
Cl -0.3817 2.9713 0.8217 -0.3 0.8 -0.1 -0.638
Cl -1.8635 0.0678 0.7756 -1.2 -0.2 0.4 -0.539
F 1.4355 -0.3737 4.6417 -0.8 0.4 0.3 -0.277
F -0.7729 -0.6653 3.9920 0.9 0.8 0.5 -0.264
F -0.0676 1.4314 4.7101 0.2 -0.9 0.3 -0.267
F 0.9393 0.8414 2.5007 -0.1 -0.1 2.2 -0.541
O 2.0797 1.6067 0.1354 1.0 0.7 1.0 -0.624
C -1.0399 -2.8204 -1.9441 -0.4 -0.4 0.2 -1.808
C 0.7670 0.4430 -2.0597 -1.2 -1.0 0.2 0.485
C -2.8596 -0.3278 -2.5991 -0.2 0.1 0.1 -1.636
C -0.5983 0.8859 -2.2810 0.8 -1.8 0.3 0.945
C -0.5972 -1.4209 -2.0429 0.6 1.5 -0.4 1.031
C 2.0073 1.2159 -2.2782 0.1 0.7 -1.0 -1.250
C -1.0361 2.2566 -2.6321 -0.2 0.3 0.1 -1.976
C 0.7532 -0.9988 -1.9201 -1.3 1.7 -0.2 -0.032
C -1.4185 -0.2781 -2.2770 1.8 -0.1 -0.2 0.327
C 1.9586 -1.8483 -1.8387 0.2 -0.3 0.2 -1.441
B 0.2397 0.1749 4.3239 0.1 0.0 -1.3 0.761
H 2.2336 -2.2479 -2.8225 0.1 -0.1 0.0 0.232
H 1.7814 -2.6810 -1.1502 0.2 0.0 -0.2 0.454
H -1.2011 2.3377 -3.7133 -0.1 0.2 -0.1 0.285
H 2.8728 0.6872 -1.8491 -0.3 0.7 -0.3 0.266
H 2.8075 -1.2794 -1.4427 0.0 -0.2 -0.1 0.328
H 1.8970 2.2203 -1.8752 0.4 -0.1 0.1 0.380
H -1.9431 -2.8928 -1.3208 0.1 -0.2 -0.1 0.344
H -1.2724 -3.2473 -2.9277 -0.1 -0.2 0.0 0.245
H -1.9725 2.5265 -2.1206 0.2 0.0 -0.1 0.393
H -0.2570 -3.4318 -1.4878 -0.1 -0.1 0.0 0.348
H 1.8808 2.5447 0.0034 0.2 -0.3 0.3 0.266
H -2.9918 -0.5114 -3.6727 -0.2 0.0 0.0 0.293
H -0.2876 2.9928 -2.3368 0.0 0.1 0.0 0.336
H -3.3498 0.6163 -2.3466 -0.1 -0.1 0.0 0.345
H -3.3519 -1.1319 -2.0493 -0.2 0.0 0.0 0.324
H 2.1579 1.4363 -3.3392 0.2 -0.5 -0.5 0.240
```
Forces are in eV/Å.

The value obtained for the highest occupied orbital energy is -0.438 eV. As for the HOMO-LUMO gap: 5.76 eV. Its total charge is -2. As for the spin multiplicity: 1. The calculation puts the energy above the lowest of the compared OMol25 structures with the same formula, charge and spin at 0.000 eV. The value obtained for the LUMO energy is 5.33 eV. For the total energy, the calculation gives -63111.5175 eV.